*one*
The following is a DFT calculation (ωB97M-V with the def2-TZVPD basis set) of a 2-piece molecular cluster, C6H12N2 overall.

Each atom is followed by the atoms it is bonded to, with distances in Å.
Element x y z (Å)
1 C 0.810 -2.220 0.094  C2 1.371, N4 1.432, H5 1.087
2 C 0.166 -2.289 1.303  C1 1.371, N3 1.414, H6 1.078
3 N -0.296 -3.541 1.769  C2 1.414, H7 1.017, H8 1.035
4 N 1.286 -1.038 -0.558  C1 1.432, H9 1.034, H10 1.051
5 H 1.108 -3.123 -0.434  C1 1.087
6 H -0.229 -1.393 1.753  C2 1.078
7 H -1.182 -3.798 1.341  N3 1.017
8 H -0.437 -3.605 2.792  N3 1.035
9 H 0.935 -0.910 -1.522  N4 1.034
10 H 2.323 -1.129 -0.709  N4 1.051
11 C -1.217 1.644 0.976  C12 1.373, H15 1.094, H16 1.077
12 C -0.500 1.659 -0.194  C11 1.373, C13 1.479, H17 1.099
13 C -0.200 2.937 -0.877  C12 1.479, C14 1.344, H18 1.057
14 C 0.205 2.962 -2.158  C13 1.344, H19 1.100, H20 1.089
15 H -1.549 2.624 1.333  C11 1.094
16 H -1.380 0.733 1.527  C11 1.077
17 H -0.273 0.747 -0.764  C12 1.099
18 H -0.323 3.810 -0.294  C13 1.057
19 H 0.397 3.905 -2.691  C14 1.100
20 H 0.354 2.024 -2.690  C14 1.089

## Properties
2S+1 = 2
Charge = -1
HOMO energy (alpha / beta) = 0.945 / -2.618 eV

Here are the Löwdin charges for atoms 1 to 8, given in e:
1. C -0.22
2. C -0.20
3. N -0.03
4. N -0.03
5. H 0.08
6. H 0.08
7. H 0.07
8. H 0.07

*two*
The following is a DFT calculation (ωB97M-V with the def2-TZVPD basis set) of a 2-piece molecular cluster, C6H12N2 overall.

Each atom is followed by the atoms it is bonded to, with distances in Å.
Element x y z (Å)
1 C -0.456 -2.427 1.899  C2 1.513, H3 1.109, H4 1.090, H5 1.141
2 C -0.479 -2.502 0.388  C1 1.513, H6 1.173, H7 1.078, H8 1.096
3 H -1.391 -2.639 2.457  C1 1.109
4 H 0.223 -3.209 2.240  C1 1.090
5 H -0.061 -1.407 2.223  C1 1.141
6 H -0.124 -3.461 -0.188  C2 1.173
7 H -1.374 -2.062 -0.020  C2 1.078
8 H 0.345 -1.929 -0.053  C2 1.096
9 C 1.891 1.241 -1.768  C11 1.494, H18 1.092, H19 1.116, H20 1.081
10 C -1.109 0.946 0.213  N13 1.305, N14 1.373, H15 1.083
11 C 0.658 1.466 -0.954  C9 1.494, C12 1.379, N13 1.361
12 C -0.032 2.641 -0.738  C11 1.379, N14 1.385, H17 1.080
13 N -0.063 0.457 -0.395  C10 1.305, C11 1.361
14 N -1.059 2.316 0.132  C10 1.373, C12 1.385, H16 1.004
15 H -1.875 0.540 0.863  C10 1.083
16 H -1.761 2.878 0.578  N14 1.004
17 H 0.142 3.694 -0.901  C12 1.080
18 H 2.041 2.139 -2.372  C9 1.092
19 H 1.721 0.347 -2.415  C9 1.116
20 H 2.762 0.971 -1.189  C9 1.081

## Properties
2S+1 = 2
Charge = -1
HOMO energy (alpha / beta) = 1.138 / -4.895 eV

Here are the Löwdin charges for atoms 1 to 8, given in e:
1. C -0.21
2. C -0.24
3. H 0.05
4. H 0.04
5. H 0.07
6. H 0.09
7. H 0.03
8. H 0.03

Stability, descending: *two*, *one*

*one*
The following is a DFT calculation (ωB97M-V with the def2-TZVPD basis set) of a 2-piece molecular cluster, C4H9O2 overall.

Each atom is followed by the atoms it is bonded to, with distances in Å.
Element x y z (Å)
1 C -2.906 0.396 -0.140  C2 1.578, H7 1.138, H8 1.117, H9 1.105
2 C -1.336 0.333 -0.001  C1 1.578, C3 1.684, H10 1.104, H11 1.099
3 C -0.296 1.403 -0.781  C2 1.684, O6 1.164, H12 1.186
4 C 3.429 -1.631 0.604  O5 1.291, H13 1.130, H14 1.096
5 O 3.930 -0.442 0.618  C4 1.291, H15 1.041
6 O -0.155 2.552 -0.657  C3 1.164
7 H -3.409 -0.414 0.481  C1 1.138
8 H -3.373 1.366 0.159  C1 1.117
9 H -3.278 0.239 -1.169  C1 1.105
10 H -1.011 0.424 1.050  C2 1.104
11 H -0.955 -0.641 -0.339  C2 1.099
12 H 0.427 0.614 -1.290  C3 1.186
13 H 2.708 -1.904 1.431  C4 1.130
14 H 3.304 -2.034 -0.408  C4 1.096
15 H 2.920 -0.263 0.442  O5 1.041

## Properties
2S+1 = 2
Charge = 0
HOMO energy (alpha / beta) = -7.989 / -9.765 eV

Here are the Löwdin charges for atoms 1 to 8, given in e:
1. C -0.12
2. C -0.18
3. C -0.27
4. C -0.21
5. O -0.07
6. O 0.08
7. H 0.08
8. H 0.07

*two*
The following is a DFT calculation (ωB97M-V with the def2-TZVPD basis set) of a 2-piece molecular cluster, C4H9O2 overall.

Each atom is followed by the atoms it is bonded to, with distances in Å.
Element x y z (Å)
1 C 2.019 -0.981 1.772  C2 1.515, H3 1.085, H4 1.093, H5 1.090
2 C 0.844 -0.763 0.841  C1 1.515, H6 1.091, H7 1.095, H8 1.073
3 H 2.929 -1.144 1.205  C1 1.085
4 H 2.081 -0.101 2.419  C1 1.093
5 H 1.926 -1.661 2.618  C1 1.090
6 H 0.953 0.060 0.133  C2 1.091
7 H 0.617 -1.593 0.163  C2 1.095
8 H -0.032 -0.632 1.448  C2 1.073
9 C -1.423 0.695 -2.030  C10 1.526, H13 1.094, H14 1.089, H15 1.086
10 C -1.891 1.442 -0.785  C9 1.526, O11 1.294, O12 1.205
11 O -1.542 2.687 -0.844  C10 1.294
12 O -2.409 0.795 0.089  C10 1.205
13 H -2.201 0.007 -2.373  C9 1.094
14 H -0.679 -0.031 -1.704  C9 1.089
15 H -1.193 1.218 -2.953  C9 1.086

## Properties
2S+1 = 2
Charge = 0
HOMO energy (alpha / beta) = -10.893 / -10.788 eV

Here are the Löwdin charges for atoms 1 to 8, given in e:
1. C -0.17
2. C -0.18
3. H 0.06
4. H 0.06
5. H 0.06
6. H 0.06
7. H 0.06
8. H 0.06

Stability, descending: *two*, *one*

*one*
The following is a DFT calculation (ωB97M-V with the def2-TZVPD basis set) of a 2-piece molecular cluster, C5H13NO3 overall.

Each atom is followed by the atoms it is bonded to, with distances in Å.
Element x y z (Å)
1 C 1.545 0.736 -1.328  N6 1.425, O8 1.414, H12 1.100, H19 1.242
2 C -1.668 0.578 0.482  C4 1.506, C5 1.531, O9 1.433, H13 1.093
3 C 1.356 -1.365 0.850  O7 1.308, H16 1.076, H17 1.082
4 C -0.246 0.295 0.889  C2 1.506, O7 1.334, H18 1.087
5 C -2.710 -0.035 1.422  C2 1.531, H20 1.089, H21 1.090, H22 1.092
6 N 2.920 0.366 -1.278  C1 1.425, H14 1.017, H15 1.012
7 O 0.108 -0.985 0.764  C3 1.308, C4 1.334
8 O 0.762 -0.130 -2.127  C1 1.414, H10 0.971
9 O -1.889 0.144 -0.867  C2 1.433, H11 0.966
10 H -0.176 0.042 -1.941  O8 0.971
11 H -1.881 -0.822 -0.864  O9 0.966
12 H 1.495 1.758 -1.734  C1 1.100
13 H -1.797 1.663 0.457  C2 1.093
14 H 3.344 0.407 -2.201  N6 1.017
15 H 3.023 -0.583 -0.942  N6 1.012
16 H 1.541 -2.388 0.573  C3 1.076
17 H 2.066 -0.784 1.423  C3 1.082
18 H 0.177 0.854 1.720  C4 1.087
19 H 0.920 0.828 -0.259  C1 1.242
20 H -2.565 0.330 2.439  C5 1.089
21 H -3.716 0.211 1.085  C5 1.090
22 H -2.607 -1.122 1.437  C5 1.092

## Properties
Charge = 0
HOMO energy (alpha / beta) = -7.414 / -7.658 eV

Here are the Löwdin charges for atoms 1 to 8, given in e:
1. C -0.38
2. C -0.39
3. C -0.03
4. C -0.18
5. C -0.04
6. N 0.02
7. O -0.09
8. O -0.07

*two*
The following is a DFT calculation (ωB97M-V with the def2-TZVPD basis set) of one molecule with the formula C5H13NO3.

Each atom is followed by the atoms it is bonded to, with distances in Å.
Element x y z (Å)
1 C -0.454 0.646 -1.190  C3 1.586, C4 1.519, O7 1.417, O8 1.420
2 C 0.095 -0.192 1.268  C3 1.522, C5 1.526, N6 1.429, O9 1.485
3 C -0.252 0.971 0.349  C1 1.586, C2 1.522, H15 1.099, H16 1.097
4 C 0.358 -0.477 -1.811  C1 1.519, H17 1.093, H18 1.098, H19 1.093
5 C 1.546 -0.656 1.178  C2 1.526, H20 1.093, H21 1.096, H22 1.096
6 N -0.821 -1.289 1.295  C2 1.429, H13 1.020, H14 1.016
7 O -1.829 0.375 -1.399  C1 1.417, H10 0.974
8 O -0.179 1.822 -1.936  C1 1.420, H11 0.971
9 O -0.039 0.469 2.591  C2 1.485, H12 0.974
10 H -1.938 0.365 -2.367  O7 0.974
11 H -0.507 2.575 -1.417  O8 0.971
12 H -0.446 -0.234 3.128  O9 0.974
13 H -1.762 -0.963 1.073  N6 1.020
14 H -0.585 -1.992 0.600  N6 1.016
15 H -1.190 1.437 0.683  C3 1.099
16 H 0.527 1.739 0.436  C3 1.097
17 H 1.431 -0.319 -1.684  C4 1.093
18 H 0.177 -0.523 -2.893  C4 1.098
19 H 0.070 -1.456 -1.419  C4 1.093
20 H 1.709 -1.404 0.400  C5 1.093
21 H 2.218 0.187 0.982  C5 1.096
22 H 1.872 -1.083 2.133  C5 1.096

## Properties
SMILES string = CC(O)(O)C[C@](C)(N)O
Charge = 0
HOMO energy = -9.827 eV

Here are the Löwdin charges for atoms 1 to 8, given in e:
1. C -0.61
2. C -0.62
3. C -0.04
4. C -0.01
5. C -0.02
6. N 0.11
7. O -0.01
8. O 0.00

Stability, descending: *two*, *one*